20
Properties=species:S:1:pos:R:3:forces:R:3 method="wB97M-V/def2-TZVPD" smiles=CN[C@@H](C)CO.O de_lowest_kj_mol=163.0 e_lumo_ev=0.754 gap_ev=10.03 e_tot_ha=-365.3804 e_homo_ev=-9.28
C 1.20733 -0.42495 -1.89251 -1.687 0.441 1.874
N -0.12717 -0.10279 -1.18092 0.264 -0.892 -1.240
C -0.31664 -0.63250 0.21960 0.087 -0.459 -0.716
C 0.32146 -1.97091 0.48884 1.746 -1.084 -0.737
C 0.20312 0.42867 1.22116 0.404 2.523 -4.061
O 0.21520 0.11283 2.54233 -2.221 -0.723 1.220
H 1.29879 0.23321 -2.75309 -0.133 -0.476 -0.265
H 1.96216 -0.11283 -1.19597 0.515 0.299 0.323
H 1.39356 -1.49281 -2.02639 -0.297 0.116 -0.595
H -0.93836 -0.37262 -1.79412 1.285 0.029 0.989
H -1.42933 -0.83778 0.31932 1.062 0.768 0.103
H 0.02037 -2.24713 1.49585 -0.115 -0.420 -0.006
H -0.06538 -2.73857 -0.28888 0.985 0.991 1.403
H 1.51276 -1.91724 0.57723 -2.527 -0.195 -0.648
H -0.43575 1.29843 0.88825 0.391 -0.318 1.207
H 1.22763 0.81771 0.92685 -0.836 -0.972 0.218
H -0.75647 -0.02349 2.68728 1.284 0.022 0.774
O -1.34375 2.33317 -0.99293 0.650 -0.730 -1.470
H -1.62782 2.55142 -1.88916 -0.587 0.748 0.210
H -0.73512 1.59141 -1.29844 -0.272 0.333 1.418